w:
# C5H10FN

A single C5H10FN molecule (ωB97M-V/def2-TZVPD, the Open Molecules 2025 dataset).

Last column: natural (NBO) charge in e.
Cartesian coordinates (Å):
1 C 0.4334 -1.7845 0.8903  -0.58
2 C -0.1305 -0.4883 0.6253  -0.07
3 C 0.4111 0.8184 0.6718  -0.42
4 C 0.1033 1.1774 -0.8850  0.19
5 C -0.3865 -0.2648 -0.8807  -0.43
6 H 0.9339 -2.3366 -0.1572  0.21
7 H -0.3457 -2.7826 1.1836  0.23
8 H 1.2803 -1.6718 1.8005  0.23
9 H -1.7509 0.4758 1.5195  0.36
10 H -1.9049 -1.3346 1.2230  0.37
11 H 1.5979 1.1174 0.7787  0.25
12 H -0.1465 1.4752 1.5506  0.23
13 H -0.7965 1.8713 -1.2571  0.16
14 H 0.1143 -1.1903 -1.5586  0.22
15 H -1.4103 -0.2966 -1.2292  0.21
16 N -1.3219 -0.5602 1.4957  -0.82
17 F 1.0108 1.3161 -1.8727  -0.35

E_LUMO	0.92	eV
HOMO level	-9.167	eV
molecular weight	103.14	g/mol
structure (SMILES)	C[C@]1(N)C[C@H](F)C1



x:
# C5H10FN

A single C5H10FN molecule (ωB97M-V/def2-TZVPD, the Open Molecules 2025 dataset).

Last column: natural (NBO) charge in e.
Cartesian coordinates (Å):
1 C -0.1081 2.4650 0.2235  -0.62
2 C -0.2857 0.9642 -0.0646  -0.06
3 C -0.0350 0.0149 1.1113  -0.46
4 C 0.1678 -1.3021 0.4095  0.19
5 C 0.7304 -0.9449 -0.9776  -0.27
6 H -0.3712 3.0858 -0.6633  0.23
7 H -0.7873 2.8862 1.0287  0.22
8 H 0.9243 2.6665 0.6064  0.20
9 H -1.3173 0.8626 -0.4172  0.19
10 H -0.8684 -0.0177 1.8428  0.23
11 H 0.8580 0.3674 1.6320  0.21
12 H 0.7661 -2.0550 1.0087  0.18
13 H 1.7497 -1.2911 -1.0738  0.20
14 H 0.1369 -1.4522 -1.7328  0.21
15 H 1.5286 0.9867 -0.9272  0.35
16 N 0.6508 0.5264 -1.1168  -0.61
17 F -1.1102 -1.8786 0.2556  -0.38

E_LUMO	1.03	eV
HOMO level	-9.221	eV
molecular weight	103.14	g/mol
structure (SMILES)	C[C@@H]1C[C@@H](F)CN1



The structure with the most favorable energy is x; the runner-up is 469.9 kJ/mol above it.



w:
# C5H10FN

A single C5H10FN molecule (ωB97M-V/def2-TZVPD, the Open Molecules 2025 dataset).

Last column: natural (NBO) charge in e.
Cartesian coordinates (Å):
1 C -1.4933 -0.3191 0.0771  0.29
2 C -1.5521 1.0872 0.2431  -0.69
3 C 1.5693 -0.1598 -0.9122  -0.62
4 C 1.0712 -0.2993 0.5141  -0.46
5 C -0.1282 -1.1396 0.6824  0.15
6 N -2.3069 -0.9982 -0.5375  -0.63
7 F -0.0958 -2.3641 -0.0054  -0.38
8 H -0.6174 1.4135 -0.2132  0.23
9 H -1.4477 1.3468 1.2473  0.23
10 H -2.3220 1.7656 -0.2350  0.25
11 H 1.9344 -1.1377 -1.1625  0.22
12 H 0.7585 0.0830 -1.6792  0.21
13 H 2.4418 0.4135 -0.9598  0.22
14 H 0.8111 0.7913 0.9488  0.22
15 H 1.9479 -0.7550 1.0216  0.22
16 H -0.5022 -1.4450 1.7123  0.19
17 H -2.1970 -2.0018 -0.4957  0.36

E_LUMO	0.95	eV
HOMO level	-9.138	eV
molecular weight	103.14	g/mol
structure (SMILES)	[H]/N=C(/C)[C@@H](F)CC



x:
# C5H10FN

A molecular structure, C5H10FN (ωB97M-V/def2-TZVPD, the Open Molecules 2025 dataset).

Last column: natural (NBO) charge in e.
Cartesian coordinates (Å):
1 C -2.3786 0.3436 -0.2277  0.04
2 C -1.1299 -0.5190 0.2749  -0.25
3 C 1.1649 -0.9975 -0.2727  -0.22
4 C 2.2613 -0.0120 0.0372  -0.46
5 C 1.0244 0.9876 -0.0206  -0.23
6 H -2.5051 1.3446 0.4090  0.17
7 H -2.2688 0.4938 -1.3200  0.18
8 H -1.2949 -1.5669 0.1147  0.22
9 H -0.8974 -0.2888 1.4754  0.16
10 H 1.3202 -1.6072 -1.1671  0.20
11 H 0.8466 -1.6920 0.6063  0.18
12 H 2.8526 -0.2617 1.0992  0.23
13 H 3.1617 0.3698 -0.6685  0.24
14 H 0.8851 1.8864 -0.8012  0.22
15 H 0.6328 1.7527 0.9658  0.18
16 N 0.0402 -0.0468 -0.4533  -0.47
17 F -3.7152 -0.1865 -0.0515  -0.39

E_LUMO	1.03	eV
HOMO level	-8.765	eV
molecular weight	103.14	g/mol



The structure with the most favorable energy is w; the runner-up is 253.5 kJ/mol above it.



w:
# C5H12N2O2

A single C5H12N2O2 molecule (ωB97M-V/def2-TZVPD, the Open Molecules 2025 dataset).

Last column: natural (NBO) charge in e.
Cartesian coordinates (Å):
1 C 0.0261 -0.6265 0.3545  0.16
2 C 0.7256 0.0350 -1.1111  -0.25
3 C -0.0957 -2.1360 0.2806  -0.63
4 C 0.8936 -0.1553 1.5009  -0.63
5 N -1.2747 -0.0391 0.3951  -0.67
6 C -1.3545 1.2983 0.0041  0.90
7 N 1.5850 1.1731 -0.9065  -0.86
8 O -2.5022 1.4442 -0.7347  -0.70
9 O -0.7659 2.2427 0.4927  -0.63
10 H -2.6957 2.3908 -0.7989  0.50
11 H -2.0180 -0.6046 0.0114  0.40
12 H 2.0882 1.4217 -1.7500  0.36
13 H 1.0586 1.9759 -0.5798  0.38
14 H 0.0318 0.0660 -1.9683  0.17
15 H 1.3874 -0.8125 -1.3517  0.18
16 H -0.6982 -2.4981 1.1131  0.22
17 H 0.8854 -2.5957 0.3413  0.23
18 H -0.5754 -2.4395 -0.6502  0.21
19 H 0.4948 -0.5710 2.4298  0.21
20 H 0.8897 0.9262 1.5699  0.24
21 H 1.9142 -0.4955 1.3577  0.22

E_LUMO	0.70	eV
HOMO level	-9.106	eV
molecular weight	132.16	g/mol
structure (SMILES)	CC(C)(CN)NC(=O)O



x:
# C5H12N2O2

A molecular structure, C5H12N2O2 (ωB97M-V/def2-TZVPD, the Open Molecules 2025 dataset).

Last column: natural (NBO) charge in e.
Cartesian coordinates (Å):
1 C 1.3309 1.0560 1.0810  -0.44
2 C -1.7774 -1.4391 0.9498  -0.69
3 N 0.6131 -0.0486 0.4456  -0.14
4 C -1.2888 -0.0346 0.7007  0.52
5 O 1.2132 -1.2720 0.8054  -0.56
6 O -1.6466 0.9743 1.2752  -0.65
7 H 1.7327 -1.5251 0.0169  0.47
8 H 2.1872 1.3527 0.4776  0.20
9 H 0.6556 1.8994 1.2017  0.24
10 H 1.6808 0.7467 2.0642  0.23
11 H -1.3315 -2.1170 0.2206  0.22
12 H -2.8557 -1.4578 0.8047  0.24
13 H -1.5190 -1.7298 1.9682  0.23
14 C 0.2685 1.3887 -1.6529  -0.69
15 C 0.2542 -0.0139 -1.1104  0.42
16 N 0.4966 -1.0334 -1.8499  -0.74
17 H 0.4603 -1.9467 -1.4072  0.35
18 H -1.2548 0.0353 -0.6061  0.05
19 H 1.2912 1.7601 -1.7225  0.23
20 H -0.1840 1.3568 -2.6413  0.25
21 H -0.3263 2.0479 -1.0211  0.24

E_LUMO	0.70	eV
HOMO level	-8.520	eV
molecular weight	132.16	g/mol



y:
# C5H12N2O2

A molecular structure, C5H12N2O2 (ωB97M-V/def2-TZVPD, the Open Molecules 2025 dataset).

Last column: natural (NBO) charge in e.
Cartesian coordinates (Å):
1 C 0.7484 -0.1286 0.1096  0.29
2 C -0.5512 -0.5821 -0.5679  -0.20
3 C 1.9879 -0.2883 -0.7262  -0.65
4 C 0.2242 1.7313 0.1181  -0.76
5 C -1.5997 0.2050 0.1971  0.81
6 N 0.8457 -0.5872 1.4037  -0.87
7 N -0.6778 -2.0311 -0.5297  -0.81
8 O -2.4812 0.8495 -0.6190  -0.69
9 O -1.8684 -0.0339 1.3802  -0.66
10 H -3.2055 1.1801 -0.0657  0.49
11 H -0.5467 -0.2508 -1.6075  0.22
12 H -0.0396 -0.4864 1.9163  0.41
13 H 1.6636 -0.2793 1.9118  0.37
14 H -0.6349 -2.3400 0.4374  0.37
15 H -1.5741 -2.3150 -0.9077  0.36
16 H 1.9236 0.3444 -1.6090  0.22
17 H 2.8798 -0.0144 -0.1638  0.21
18 H 2.0611 -1.3269 -1.0502  0.24
19 H 1.1956 2.0738 0.4774  0.20
20 H -0.4726 2.2067 0.8056  0.22
21 H 0.1218 2.0734 -0.9106  0.20

E_LUMO	0.77	eV
HOMO level	-8.464	eV
molecular weight	132.16	g/mol



The structure with the most favorable energy is w; the runner-up is 100.8 kJ/mol above it.



w:
# C5H12N2O2

2 unconnected molecules or ions with the total composition C5H12N2O2 (ωB97M-V/def2-TZVPD, the Open Molecules 2025 dataset).

Last column: natural (NBO) charge in e.
Cartesian coordinates (Å):
1 C -0.1983 -1.1738 -0.4304  0.37
2 C 1.2540 -1.3349 -0.7612  -0.65
3 C -0.9534 -2.5208 -0.8956  -0.70
4 C -2.0738 -0.0211 0.4747  -0.45
5 C 0.9177 2.4742 0.1409  -0.58
6 N -0.6766 -0.1675 0.1406  -0.47
7 N 1.7455 2.5972 1.3309  0.54
8 O 2.8562 3.0258 1.1397  -0.40
9 O 1.2554 2.3980 2.4013  -0.39
10 H 1.8476 -0.3448 -0.4354  0.21
11 H 1.4449 -1.5977 -1.7604  0.22
12 H 1.5401 -2.1030 -0.0633  0.23
13 H -0.3713 -3.2451 -1.2411  0.21
14 H -1.4659 -2.2693 -1.8231  0.23
15 H -1.5986 -2.7224 -0.0081  0.23
16 H -2.8432 -0.6968 -0.0610  0.19
17 H -2.1206 -0.1887 1.5149  0.21
18 H -2.4653 0.9978 0.5267  0.21
19 H 1.5606 2.3203 -0.6732  0.23
20 H 0.3402 1.4673 0.2304  0.30
21 H 0.0047 3.1056 0.2530  0.25

E_LUMO	0.70	eV
HOMO level	-9.398	eV
molecular weight	132.16	g/mol
structure (SMILES)	C[N+](=O)[O-].CN=C(C)C



x:
# C5H12N2O2

A single C5H12N2O2 molecule (ωB97M-V/def2-TZVPD, the Open Molecules 2025 dataset).

Last column: natural (NBO) charge in e.
Cartesian coordinates (Å):
1 C -0.7331 0.5447 0.8417  -0.07
2 C 1.2680 -0.7804 -2.3433  -0.34
3 C 0.4328 0.8705 1.7759  -0.62
4 C -2.0753 0.9454 1.4409  -0.62
5 N -0.7419 -0.9683 0.6644  -0.31
6 C -0.0268 -0.8942 -1.5404  0.77
7 N 2.4862 -0.6354 -1.5804  -0.81
8 O 0.2741 -1.3113 -0.2487  -0.40
9 O -1.1453 -0.7837 -1.9631  -0.58
10 H -1.6304 -1.2087 0.1931  0.35
11 H -0.5940 1.1119 -0.0936  0.18
12 H 2.6348 -1.4263 -0.9872  0.37
13 H 2.4441 0.2330 -0.9927  0.36
14 H 1.3341 -1.7039 -2.9433  0.23
15 H 1.1450 0.0573 -3.0529  0.22
16 H 1.3063 0.2697 1.5073  0.22
17 H 0.6927 1.9183 1.7270  0.21
18 H 0.1515 0.6316 2.8038  0.21
19 H -2.8831 0.8288 0.7181  0.22
20 H -2.0403 1.9820 1.7665  0.22
21 H -2.2994 0.3189 2.3071  0.22

E_LUMO	0.90	eV
HOMO level	-9.470	eV
molecular weight	132.16	g/mol
structure (SMILES)	CC(C)NOC(=O)CN



The structure with the most favorable energy is x; the runner-up is 346.8 kJ/mol above it.



w:
# C3H5NO

2 unconnected molecules or ions with the total composition C3H5NO (ωB97M-V/def2-TZVPD, the Open Molecules 2025 dataset).

Last column: natural (NBO) charge in e.
Cartesian coordinates (Å):
1 C -0.6822 0.4159 -0.1111  0.59
2 C 0.6129 -0.3118 -0.2106  -0.32
3 C 1.8194 0.2919 -0.1062  -0.29
4 H -1.8862 -1.3551 0.7907  0.32
5 H -2.6935 0.1336 0.3303  0.39
6 H 0.6902 -1.3827 -0.4175  0.22
7 H 2.6756 -0.3720 0.0055  0.19
8 H 2.0141 1.3080 0.1742  0.21
9 N -1.7967 -0.3498 -0.3059  -0.76
10 O -0.7536 1.6219 -0.1495  -0.55

E_LUMO	-0.24	eV
HOMO level	-10.108	eV
molecular weight	71.08	g/mol



x:
# C3H5NO

A single C3H5NO molecule (ωB97M-V/def2-TZVPD, the Open Molecules 2025 dataset).

Last column: natural (NBO) charge in e.
Cartesian coordinates (Å):
1 C 1.5168 0.5464 0.7786  0.08
2 C 0.4977 0.0133 0.0893  0.05
3 C -0.9045 -0.1604 -0.2000  -0.68
4 N 1.8671 -0.5193 -0.9634  -0.32
5 O 2.5827 0.2697 0.0100  -0.37
6 H 1.7192 1.1918 1.7003  0.21
7 H -1.3999 0.6831 -0.6812  0.23
8 H -1.0056 -1.0173 -0.8335  0.24
9 H -1.5199 -0.3837 0.6259  0.23
10 H 1.7485 -1.4930 -0.6776  0.33

E_LUMO	0.94	eV
HOMO level	-8.897	eV
molecular weight	71.08	g/mol
structure (SMILES)	Cc1co[nH]1



y:
# C3H5NO

A single C3H5NO molecule (ωB97M-V/def2-TZVPD, the Open Molecules 2025 dataset).

Last column: natural (NBO) charge in e.
Cartesian coordinates (Å):
1 C 0.9991 -0.8506 0.2217  -0.68
2 C -0.2752 -0.1707 -0.1657  0.17
3 C -0.4681 1.3308 0.2332  0.38
4 N -1.2260 -0.7864 -0.7835  -0.55
5 O -1.4525 1.9169 -0.1698  -0.49
6 H -1.9954 -0.1150 -0.9543  0.35
7 H 0.4660 1.7228 0.6571  0.12
8 H 1.1259 -0.8023 1.3066  0.23
9 H 0.9840 -1.8994 -0.0872  0.25
10 H 1.8422 -0.3460 -0.2580  0.23

E_LUMO	-0.29	eV
HOMO level	-10.050	eV
molecular weight	71.08	g/mol
structure (SMILES)	[H]/N=C(/C)C=O



z:
# C3H5NO

A single C3H5NO molecule (ωB97M-V/def2-TZVPD, the Open Molecules 2025 dataset).

Last column: natural (NBO) charge in e.
Cartesian coordinates (Å):
1 O 1.5943 0.2412 1.3940  -0.62
2 C 1.3297 -0.4964 0.4464  0.32
3 C 0.4349 -0.1711 -0.6438  -0.25
4 C -1.0123 -0.3831 -0.4573  -0.25
5 N -0.6014 0.9666 -0.1104  -0.64
6 H 1.8264 -1.4836 0.3452  0.13
7 H -0.1678 1.4771 -0.9336  0.46
8 H -1.6778 -0.4542 -1.3178  0.21
9 H -1.3912 -0.8867 0.4319  0.20
10 H -0.3349 1.1902 0.8454  0.43

E_LUMO	0.89	eV
HOMO level	-8.500	eV
molecular weight	71.08	g/mol
structure (SMILES)	[O-]/C=C1/C[NH2+]1



The structure with the most favorable energy is y; the runner-up is 228.5 kJ/mol above it.



w:
# C3H6N2O

2 unconnected molecules or ions with the total composition C3H6N2O (ωB97M-V/def2-TZVPD, the Open Molecules 2025 dataset).

Last column: natural (NBO) charge in e.
Cartesian coordinates (Å):
1 C -0.0526 1.4389 1.8345  -0.13
2 C -0.0581 1.9067 0.5264  -0.09
3 N 1.1778 1.7400 -0.0475  -0.46
4 C 1.9480 1.2767 0.9205  0.15
5 N 1.2460 1.1151 2.0507  -0.51
6 H -0.8854 1.4418 2.5075  0.22
7 H -0.8874 2.3613 0.0173  0.21
8 H 2.9852 1.0092 0.8404  0.20
9 H 1.6864 0.8893 2.9278  0.41
10 H -1.7599 -4.0234 -3.4997  0.47
11 H -2.9149 -4.9987 -3.9589  0.47
12 O -2.4853 -4.1569 -4.1190  -0.95

E_LUMO	0.87	eV
HOMO level	-8.842	eV
molecular weight	86.09	g/mol
structure (SMILES)	c1c[nH]cn1.O



x:
# C3H6N2O

2 unconnected molecules or ions with the total composition C3H6N2O (ωB97M-V/def2-TZVPD, the Open Molecules 2025 dataset).

Last column: natural (NBO) charge in e.
Cartesian coordinates (Å):
1 C -0.5790 0.2695 0.6977  -0.18
2 C -0.3654 1.4427 0.1303  -0.41
3 C -1.1436 -0.9175 -0.0081  -0.65
4 O 2.3641 0.5675 -1.2173  -0.33
5 N 2.2635 -0.3866 -0.5826  0.44
6 N 2.1826 -1.3110 0.0195  -0.11
7 H -0.3329 0.1152 1.7408  0.19
8 H -0.6098 1.6227 -0.9043  0.19
9 H 0.0568 2.2735 0.6681  0.20
10 H -2.0782 -1.2208 0.4501  0.22
11 H -0.4441 -1.7520 0.0649  0.22
12 H -1.3139 -0.7032 -1.0593  0.21

E_LUMO	1.19	eV
HOMO level	-9.788	eV
molecular weight	86.09	g/mol
structure (SMILES)	N#[N+][O-].C=CC



y:
# C3H6N2O

A single C3H6N2O molecule (ωB97M-V/def2-TZVPD, the Open Molecules 2025 dataset).

Last column: natural (NBO) charge in e.
Cartesian coordinates (Å):
1 C -1.1722 0.1645 -0.0134  0.65
2 C 0.2621 0.1032 -0.5079  -0.15
3 C 1.2218 0.9641 0.3487  -0.63
4 N -1.1619 -1.1327 0.3633  -0.49
5 N 0.1204 -1.4113 -0.1761  -0.43
6 O -2.0663 0.9939 -0.0850  -0.59
7 H 0.2752 0.2334 -1.5372  0.20
8 H 0.8447 0.9557 1.4369  0.22
9 H 1.0858 2.0334 0.0124  0.23
10 H 2.3083 0.6265 0.3147  0.23
11 H -1.7727 -1.7435 0.9172  0.41
12 H 0.0549 -1.7871 -1.0736  0.33

E_LUMO	0.96	eV
HOMO level	-9.192	eV
molecular weight	86.09	g/mol
structure (SMILES)	C[C@H]1NNC1=O



The structure with the most favorable energy is w; the runner-up is 158.1 kJ/mol above it.